{
  "formula": "C2H2N3O",
  "method": "ωB97M-V/def2-TZVPD",
  "largest_force_ha_per_bohr": 0.112,
  "lumo_energy_ev": -7.2,
  "de_lowest_kj_mol": 248.03,
  "gap_ev": 8.27,
  "e_homo_ev": -15.518,
  "e_tot_ha": -316.49558,
  "total_charge": 1,
  "elements": ["O", "N", "N", "N", "C", "C", "H", "H"],
  "coordinates": [[0.1469, -1.9682, 0.1225], [0.8252, 0.4300, -0.1229], [-2.5200, 0.3510, -0.1673], [-1.4774, 0.6133, 0.1084], [-0.2077, 1.1131, 0.1827], [1.0847, -1.3201, -0.0309], [2.2321, -1.4496, -0.2171], [-0.0838, 2.2307, 0.1245]],
  "forces_ev_per_a": [[0.0, -0.7, 0.2], [-0.3, -0.8, 1.3], [2.3, 0.4, 0.8], [-5.1, -1.4, -0.6], [5.4, 0.9, -1.8], [0.9, 2.4, -0.9], [-2.1, 0.2, 0.5], [-1.0, -1.0, 0.5]],
  "mulliken_charge": [-0.2601, -0.2831, 0.0012, 0.4720, 0.0675, 0.3079, 0.3555, 0.3391]
}


{
  "formula": "C2H2N3OS",
  "method": "ωB97M-V/def2-TZVPD",
  "largest_force_ha_per_bohr": 0.101,
  "lumo_energy_ev": [2.0, 2.9],
  "de_lowest_kj_mol": 342.36,
  "gap_ev": [6.74, 7.72],
  "e_homo_ev": [-4.728, -4.809],
  "e_tot_ha": -715.03332,
  "total_charge": -1,
  "elements": ["S", "O", "N", "N", "N", "C", "C", "H", "H"],
  "coordinates": [[-2.7614, -0.7652, 0.4408], [-0.6689, -2.2247, -0.0996], [2.2551, 0.2911, 0.2721], [-0.6899, 2.4811, 0.0254], [-0.5692, 0.0913, -0.0353], [-0.7077, 1.3308, -0.0668], [-1.0654, -1.0996, 0.0719], [1.6426, -0.4550, 0.2399], [2.5647, 0.3501, -0.8484]],
  "forces_ev_per_a": [[-1.1, -0.2, 0.4], [1.5, -0.5, -0.1], [3.1, 2.3, -3.4], [-0.2, 1.6, -0.3], [2.6, -2.1, -0.6], [-0.3, 1.1, 0.7], [-2.7, 0.1, -0.1], [-1.9, -2.3, 0.0], [-1.0, -0.1, 3.5]],
  "mulliken_charge": [-0.3161, -0.5987, -0.5073, -0.6247, -0.4171, 0.4610, 0.5112, 0.2841, 0.2077]
}


{
  "formula": "C2H2N3S2",
  "method": "ωB97M-V/def2-TZVPD",
  "largest_force_ha_per_bohr": 0.077,
  "lumo_energy_ev": -6.3,
  "de_lowest_kj_mol": 240.14,
  "gap_ev": 7.48,
  "e_homo_ev": -13.821,
  "e_tot_ha": -1037.58349,
  "total_charge": 1,
  "elements": ["S", "S", "N", "N", "N", "C", "C", "H", "H"],
  "coordinates": [[2.3017, -0.7170, 0.5808], [-3.9861, 0.1559, 0.0435], [0.8728, 0.0202, 0.8089], [2.8356, -1.2125, -0.7460], [-0.3386, -0.0837, 0.6728], [-2.5135, 0.6198, 0.0342], [-1.1468, 0.8895, 0.1307], [2.4558, -1.5724, -1.5579], [-0.4809, 1.9002, 0.0330]],
  "forces_ev_per_a": [[0.5, 0.5, -0.8], [2.5, 1.0, -0.2], [1.6, -0.1, -0.5], [0.0, 1.1, 3.8], [-2.8, -0.9, -1.7], [-0.5, -0.7, 0.6], [2.8, 1.7, 1.2], [-1.4, -0.7, -2.1], [-2.7, -2.0, -0.4]],
  "mulliken_charge": [0.4240, -0.0650, -0.2131, -0.2803, 0.0758, 0.2855, 0.1171, 0.2864, 0.3696]
}


{
  "formula": "C2H2N3S2",
  "method": "ωB97M-V/def2-TZVPD",
  "largest_force_ha_per_bohr": 0.048,
  "lumo_energy_ev": [-7.4, -7.4],
  "de_lowest_kj_mol": 277.01,
  "gap_ev": [5.98, 5.98],
  "e_homo_ev": [-13.365, -13.365],
  "e_tot_ha": -1037.56945,
  "total_charge": 1,
  "elements": ["S", "S", "N", "N", "N", "C", "C", "H", "H"],
  "coordinates": [[0.6847, 0.7851, -0.4084], [-2.9780, -1.9368, -1.1474], [-0.7412, 0.4123, -0.8556], [-1.0991, -1.4383, 0.4671], [-2.0756, -2.0634, 0.0991], [0.9688, -0.3931, 0.8596], [-0.0302, -1.2551, 1.0130], [1.9020, -0.3708, 1.3880], [-1.0931, 0.9884, -1.6083]],
  "forces_ev_per_a": [[-0.8, -1.3, 1.0], [-0.4, 0.1, -0.5], [0.9, 0.5, -0.1], [2.1, 0.6, 1.1], [-1.3, -1.3, 0.0], [1.0, 1.6, -1.1], [-1.7, -0.8, -0.3], [0.2, 0.1, 0.1], [0.0, 0.4, -0.3]],
  "mulliken_charge": [0.4057, 0.1378, -0.3042, 0.5731, -0.4890, -0.4134, 0.3957, 0.4133, 0.2811]
}


{
  "formula": "C2H2N4",
  "method": "ωB97M-V/def2-TZVPD",
  "largest_force_ha_per_bohr": 0.030,
  "lumo_energy_ev": -0.9,
  "de_lowest_kj_mol": 318.45,
  "gap_ev": 8.28,
  "e_homo_ev": -9.136,
  "e_tot_ha": -296.30359,
  "elements": ["N", "N", "N", "N", "C", "C", "H", "H"],
  "coordinates": [[-0.9470, -1.0635, 2.0745], [1.4297, 0.7991, 0.2323], [-0.5360, -0.1226, -0.8374], [-1.5669, -0.7441, -0.7226], [-0.2320, -0.4794, 1.4004], [0.3589, 0.1443, 0.2709], [-0.2032, 0.2757, -1.7519], [1.6966, 1.1903, -0.6661]],
  "forces_ev_per_a": [[0.1, -0.1, 0.8], [-0.3, -0.3, 0.6], [-0.7, -0.1, -1.4], [-0.1, 0.1, -0.7], [0.0, -0.2, 0.9], [1.2, 0.8, -0.3], [0.1, 0.0, 0.4], [-0.3, -0.1, -0.3]],
  "mulliken_charge": [-0.3158, -0.5476, 0.2948, -0.6049, 0.2833, 0.4386, 0.2098, 0.2419]
}


{
  "formula": "C2H2N4",
  "method": "ωB97M-V/def2-TZVPD",
  "largest_force_ha_per_bohr": 0.104,
  "lumo_energy_ev": [-2.7, -3.5],
  "de_lowest_kj_mol": 545.48,
  "gap_ev": [8.99, 6.79],
  "e_homo_ev": [-11.735, -10.326],
  "e_tot_ha": -296.21712,
  "elements": ["N", "N", "N", "N", "C", "C", "H", "H"],
  "coordinates": [[1.8919, -0.4289, -2.7935], [-2.2916, -1.1841, -2.9735], [0.2758, -0.0906, 0.0653], [0.6196, -1.0493, -0.8507], [1.3535, -0.6483, -1.8083], [-1.2739, -1.0868, -2.4571], [-0.2543, -0.4041, 0.8704], [0.0067, 0.8015, -0.3197]],
  "forces_ev_per_a": [[1.4, 0.5, -1.3], [-1.3, 0.0, -0.7], [0.5, -1.4, -1.5], [-3.3, 0.4, 4.2], [0.6, 0.7, -1.8], [1.8, -0.1, 1.4], [0.0, -0.3, -0.4], [0.2, 0.4, 0.1]],
  "mulliken_charge": [-0.3242, -0.2822, -0.2343, -0.2661, 0.5329, 0.0247, 0.2730, 0.2763]
}